one | Molecular formula: C2H9NS
Method: DFT, ωB97M-V/def2-TZVPD

Computed properties:
SMILES: CSC.N
Molecular weight, g mol⁻¹: 79.17
HOMO level, eV: -8.5

The geometry in ORCA input format:
```
! RIJCOSX wB97M-V def2-TZVPD def2/J DEFGRID3
* xyz 0 1
C 1.1297 -2.7882 -0.4221
S -0.3707 -3.5583 0.2242
C -0.8905 -2.5674 1.6489
H 1.5152 -3.3887 -1.2395
H 1.9012 -2.6908 0.3394
H 0.9166 -1.7989 -0.8247
H -1.9201 -2.2164 1.6461
H -0.7792 -3.1492 2.5672
H -0.2759 -1.6844 1.8283
N -0.4196 5.9371 -1.2256
H -0.1400 6.9071 -1.3718
H 0.4282 5.3924 -1.2730
H -1.0948 5.6057 -1.8974
*
```

Charges obtained by Löwdin population analysis, quoted in units of e:
1. C -0.447
2. S 0.723
3. C -0.442
4. H 0.026
5. H 0.031
6. H 0.028
7. H 0.026
8. H 0.021
9. H 0.035
10. N 0.000
11. H 0.007
12. H -0.005
13. H -0.002


two | Molecular formula: C2H9NS
Method: DFT, ωB97M-V/def2-TZVPD

Computed properties:
SMILES: CCN.S
Molecular weight, g mol⁻¹: 79.17
HOMO level, eV: -9.3

The geometry in ORCA input format:
```
! RIJCOSX wB97M-V def2-TZVPD def2/J DEFGRID3
* xyz 0 1
C 0.8735 1.6452 -0.6785
C 0.2043 0.2949 -0.5036
N 0.4074 -0.2799 0.8466
H 0.6720 2.0925 -1.6540
H 0.5172 2.3465 0.0795
H 1.9588 1.5672 -0.5912
H -0.8640 0.3170 -0.7185
H 0.6494 -0.4445 -1.1713
H 1.3920 -0.5368 0.9040
H 0.3960 0.4510 1.5570
S -1.7993 -3.0008 0.4660
H -1.3371 -1.8274 0.8518
H -3.0702 -2.6247 0.6123
*
```

Charges obtained by Löwdin population analysis, quoted in units of e:
1. C -0.117
2. C -0.342
3. N -0.042
4. H 0.068
5. H 0.068
6. H 0.069
7. H 0.097
8. H 0.105
9. H 0.068
10. H 0.064
11. S 0.475
12. H -0.281
13. H -0.232


The least stable of them is one.


one | Molecular formula: CH3N3O
Method: DFT, ωB97M-V/def2-TZVPD

Computed properties:
Molecular weight, g mol⁻¹: 73.06
HOMO level (spin up / spin down), eV: -9.2 / -8.9

The geometry in ORCA input format:
```
! RIJCOSX wB97M-V def2-TZVPD def2/J DEFGRID3
* xyz 0 1
C -0.2832 -0.1060 1.0177
N 0.3953 -0.3205 -0.0377
N -0.2783 -0.1842 2.1999
N 1.0056 -0.1979 -2.1572
O 0.7430 0.4695 -0.9936
H -1.8047 -0.4608 -0.2509
H -0.8368 0.1722 2.9607
H 1.0591 0.6278 -2.7390
*
```

Charges obtained by Löwdin population analysis, quoted in units of e:
1. C -0.355
2. N -0.020
3. N 0.186
4. N 0.116
5. O -0.196
6. H 0.140
7. H 0.089
8. H 0.040


two | Molecular formula: CH3N3O
Method: DFT, ωB97M-V/def2-TZVPD

Computed properties:
SMILES: O[C@@H]1N=NN1
Molecular weight, g mol⁻¹: 73.06
HOMO level, eV: -10.1

The geometry in ORCA input format:
```
! RIJCOSX wB97M-V def2-TZVPD def2/J DEFGRID3
* xyz 0 1
O 1.5371 0.3123 0.6757
C 0.5215 -0.2810 0.0082
N 0.1241 0.2628 -1.2268
N -1.1406 0.2645 -0.9952
N -1.1316 0.0668 0.3190
H 1.4540 1.2634 0.5015
H 0.5425 -1.3649 0.0945
H -1.9072 -0.5239 0.6231
*
```

Charges obtained by Löwdin population analysis, quoted in units of e:
1. O 0.056
2. C -0.364
3. N -0.009
4. N -0.048
5. N 0.016
6. H 0.118
7. H 0.144
8. H 0.087


three | Molecular formula: CH3N3O
Method: DFT, ωB97M-V/def2-TZVPD

Computed properties:
Molecular weight, g mol⁻¹: 73.06
HOMO level (spin up / spin down), eV: -9.4 / -9.4

The geometry in ORCA input format:
```
! RIJCOSX wB97M-V def2-TZVPD def2/J DEFGRID3
* xyz 0 1
C -1.5702 0.0913 -0.1951
N -0.6998 0.6627 0.4004
N -2.5624 -0.6242 -0.1216
N 2.2333 -0.4194 -0.1803
O 0.2291 1.3603 0.6661
H 2.7819 0.4641 -0.1892
H -2.9689 -0.6618 -1.0057
H 2.5570 -0.8732 0.6253
*
```

Charges obtained by Löwdin population analysis, quoted in units of e:
1. C -0.221
2. N -0.047
3. N 0.159
4. N 0.097
5. O 0.049
6. H -0.009
7. H 0.033
8. H -0.060


The least stable of them is one.


one | Molecular formula: C13H23FN2SSi2
Method: DFT, ωB97M-V/def2-TZVPD

Computed properties:
SMILES: C[Si](C)(C)N(C(=S)Nc1cccc(F)c1)[Si](C)(C)C
Molecular weight, g mol⁻¹: 314.58
HOMO level, eV: -8.0

The geometry in ORCA input format:
```
! RIJCOSX wB97M-V def2-TZVPD def2/J DEFGRID3
* xyz 0 1
C -1.8044 1.9563 2.4553
Si -0.4471 1.4248 1.3716
C 0.0352 2.8464 0.1924
C 1.0732 0.9569 2.4940
N -0.9294 -0.0423 0.4600
C -0.5780 0.0178 -0.8538
S -1.7352 -0.2877 -2.0215
N 0.6745 0.4084 -1.1368
C 1.5187 0.2219 -2.2399
C 2.6739 0.9510 -2.3473
C 3.5001 0.7777 -3.3660
C 3.1853 -0.1510 -4.4019
C 1.9690 -0.9104 -4.3818
F 1.6699 -1.9064 -5.2113
C 1.1547 -0.6650 -3.2965
Si -1.5346 -1.4792 1.3824
C -0.9946 -1.6454 3.1460
C -0.8424 -2.8516 0.3874
C -3.3650 -1.4960 1.1797
H -2.4133 2.5883 1.7583
H -1.4249 2.6589 3.2189
H -2.2804 1.1504 2.8783
H -0.8324 3.4876 -0.0549
H 0.4449 2.5192 -0.7049
H 0.8285 3.4246 0.7322
H 0.7377 0.9310 3.5336
H 1.8992 1.6673 2.3646
H 1.2428 -0.0736 2.2562
H 1.2179 0.5655 -0.2997
H 2.8617 1.7403 -1.6511
H 4.4133 1.4087 -3.3988
H 3.8273 -0.3351 -5.2489
H 0.2359 -1.1991 -3.2630
H -1.3090 -2.5652 3.6872
H -1.3057 -0.8328 3.7974
H 0.0918 -1.7350 3.2576
H -1.5582 -3.6346 0.4176
H -0.9763 -2.3858 -0.5733
H 0.2823 -2.9495 0.4832
H -3.4668 -2.0813 0.2644
H -3.7441 -0.5472 0.8127
H -3.9960 -1.9288 1.9204
*
```

Charges obtained by Löwdin population analysis, quoted in units of e:
1. C -0.162
2. Si 0.469
3. C -0.137
4. C -0.162
5. N -0.188
6. C -0.928
7. S 0.699
8. N 0.029
9. C -0.208
10. C -0.082
11. C -0.092
12. C 0.010
13. C -0.265
14. F 0.090
15. C 0.029
16. Si 0.402
17. C -0.176
18. C -0.164
19. C -0.160
20. H 0.060
21. H 0.057
22. H -0.015
23. H 0.049
24. H -0.021
25. H 0.053
26. H 0.026
27. H 0.029
28. H -0.007
29. H 0.119
30. H 0.114
31. H 0.123
32. H 0.100
33. H 0.043
34. H 0.056
35. H 0.022
36. H 0.029
37. H 0.027
38. H -0.027
39. H 0.074
40. H 0.029
41. H 0.032
42. H 0.024


two | Molecular formula: C13H23FN2SSi2
Method: DFT, ωB97M-V/def2-TZVPD

Computed properties:
SMILES: C[Si](C)(C)N(C(=S)Nc1cccc(F)c1)[Si](C)(C)C
Molecular weight, g mol⁻¹: 314.58
HOMO level, eV: -8.1

The geometry in ORCA input format:
```
! RIJCOSX wB97M-V def2-TZVPD def2/J DEFGRID3
* xyz 0 1
C 3.4544 1.0618 -1.4223
Si 2.1220 -0.2462 -1.3099
C 2.6554 -1.5448 -0.0803
C 1.8224 -0.8852 -3.0108
N 0.6966 0.5467 -0.6463
C 0.4796 0.3879 0.7197
S 1.3501 1.2589 1.8828
N -0.5085 -0.5012 1.0794
C -1.1357 -0.8712 2.3217
C -0.3789 -1.0863 3.4710
C -0.9427 -1.5541 4.6264
C -2.3119 -1.8044 4.6382
C -3.0874 -1.5785 3.4996
F -4.4399 -1.7779 3.5429
C -2.5037 -1.1548 2.3290
Si -0.6308 1.3074 -1.5816
C -1.8567 1.9743 -0.3329
C -0.0331 2.6644 -2.7211
C -1.6604 0.0513 -2.4782
H 4.0091 0.8300 -2.3314
H 3.0308 2.0652 -1.5431
H 4.0919 1.0792 -0.5244
H 3.5905 -2.0430 -0.4097
H 2.9604 -0.9692 0.8050
H 1.8703 -2.2785 0.0966
H 0.9131 -1.4627 -2.9556
H 1.6351 0.0361 -3.5634
H 2.6598 -1.4516 -3.3971
H -0.9417 -0.8979 0.2665
H 0.6546 -0.9126 3.4428
H -0.3634 -1.7834 5.4962
H -2.8503 -1.9546 5.5680
H -3.0710 -1.0098 1.4307
H -2.3820 2.8212 -0.7439
H -2.4969 1.1338 -0.0841
H -1.3994 2.2691 0.6054
H 0.9576 2.9308 -2.3774
H 0.1139 2.3427 -3.7463
H -0.7179 3.5115 -2.5964
H -0.8498 -0.4970 -2.9349
H -2.2624 0.5477 -3.2364
H -2.2430 -0.5548 -1.7944
*
```

Charges obtained by Löwdin population analysis, quoted in units of e:
1. C -0.163
2. Si 0.382
3. C -0.171
4. C -0.162
5. N -0.199
6. C -0.913
7. S 0.649
8. N 0.072
9. C -0.206
10. C -0.056
11. C -0.060
12. C -0.013
13. C -0.255
14. F 0.046
15. C 0.046
16. Si 0.442
17. C -0.156
18. C -0.146
19. C -0.159
20. H 0.025
21. H 0.023
22. H 0.038
23. H 0.046
24. H 0.016
25. H 0.032
26. H 0.015
27. H 0.035
28. H 0.044
29. H 0.119
30. H 0.061
31. H 0.108
32. H 0.117
33. H 0.117
34. H 0.032
35. H 0.015
36. H 0.026
37. H 0.015
38. H 0.031
39. H 0.040
40. H -0.007
41. H 0.045
42. H 0.030


The least stable of them is one.


one | Molecular formula: C2H7OS
Method: DFT, ωB97M-V/def2-TZVPD

Computed properties:
Molecular weight, g mol⁻¹: 79.14
HOMO level (spin up / spin down), eV: -9.9 / -9.9

The geometry in ORCA input format:
```
! RIJCOSX wB97M-V def2-TZVPD def2/J DEFGRID3
* xyz 0 2
S -0.6977 -2.9340 0.1206
H -0.6343 -2.0301 1.1202
C -0.0131 0.6052 -0.8455
O 0.8779 -0.3808 -1.2601
C 0.1869 0.9316 0.7042
H -1.0641 0.2586 -0.8926
H 0.0853 1.5866 -1.3162
H 0.4724 -1.1833 -0.8732
H -0.0914 0.1029 1.3474
H -0.3661 1.8509 0.9736
H 1.2444 1.1924 0.9215
*
```

Charges obtained by Löwdin population analysis, quoted in units of e:
1. S 0.488
2. H -0.265
3. C -0.338
4. O -0.115
5. C -0.093
6. H 0.101
7. H 0.105
8. H -0.051
9. H 0.025
10. H 0.069
11. H 0.075


two | Molecular formula: C2H7OS
Method: DFT, ωB97M-V/def2-TZVPD

Computed properties:
Molecular weight, g mol⁻¹: 79.14
HOMO level (spin up / spin down), eV: -9.7 / -9.3

The geometry in ORCA input format:
```
! RIJCOSX wB97M-V def2-TZVPD def2/J DEFGRID3
* xyz 0 2
C -0.4183 -1.0608 1.9280
C -0.5096 0.1950 1.0787
S -0.8655 0.0030 -0.6606
H -1.1297 -1.8212 1.6091
H 0.5291 -1.5284 1.6803
H -0.3924 -0.8971 2.9914
H -1.3137 0.8371 1.4558
H 0.3944 0.8037 1.1431
H 1.4674 0.5420 -2.0677
H 1.7574 0.9243 -0.7394
O 2.2188 0.6252 -1.5323
*
```

Charges obtained by Löwdin population analysis, quoted in units of e:
1. C -0.174
2. C -0.701
3. S 0.667
4. H 0.065
5. H 0.065
6. H 0.067
7. H 0.067
8. H 0.050
9. H -0.042
10. H -0.006
11. O -0.059


The least stable of them is one.


one | Molecular formula: C9H10N2O2
Method: DFT, ωB97M-V/def2-TZVPD

Computed properties:
SMILES: C=CCC#C[C@@]12NC(=O)N[C@]1(C)O2
Molecular weight, g mol⁻¹: 178.19
HOMO level, eV: -9.5

The geometry in ORCA input format:
```
! RIJCOSX wB97M-V def2-TZVPD def2/J DEFGRID3
* xyz 0 1
C -0.4098 1.3066 4.2113
C -0.1565 2.0670 3.1449
C -1.0219 2.1649 1.9599
C -0.7660 1.1743 0.9422
C -0.5979 0.5651 -0.0732
C -0.3679 -0.5047 -1.0865
N -1.2134 -0.4062 -2.2250
C -0.7766 -1.1862 -3.2891
O -1.2084 -1.2528 -4.3929
N 0.3990 -1.8076 -2.8757
C 0.7657 -1.4404 -1.5384
C 2.2779 -1.5021 -1.2724
O -0.1536 -1.8133 -0.5821
H 0.2647 1.0903 5.0489
H -1.4024 0.7940 4.2812
H 0.8089 2.5966 2.9297
H -1.9740 2.0087 2.3531
H -0.7203 3.2039 1.4931
H -1.9445 0.1817 -2.3262
H 0.4164 -2.7295 -3.1324
H 2.5950 -0.4653 -0.8122
H 2.7210 -1.7955 -2.2055
H 2.4647 -2.2496 -0.5528
*
```

Charges obtained by Löwdin population analysis, quoted in units of e:
1. C 0.010
2. C -0.220
3. C -0.234
4. C -0.009
5. C 0.123
6. C -0.324
7. N 0.191
8. C -0.521
9. O 0.107
10. N 0.168
11. C -0.410
12. C 0.033
13. O 0.088
14. H 0.058
15. H 0.078
16. H 0.117
17. H 0.093
18. H 0.166
19. H 0.108
20. H 0.120
21. H 0.130
22. H 0.069
23. H 0.057


two | Molecular formula: C9H10N2O2
Method: DFT, ωB97M-V/def2-TZVPD

Computed properties:
SMILES: N[C@]1(C(=O)O)Cc2ccccc2N1
Molecular weight, g mol⁻¹: 178.19
HOMO level, eV: -8.1

The geometry in ORCA input format:
```
! RIJCOSX wB97M-V def2-TZVPD def2/J DEFGRID3
* xyz 0 1
N -2.3043 -1.0661 0.9732
C -1.4927 -0.1661 0.2028
C -2.5561 0.8038 -0.3985
O -2.4063 1.9715 -0.6215
O -3.6944 0.1711 -0.6074
C -0.6796 -0.7825 -0.9195
C 0.7474 -0.2475 -0.6229
C 1.9805 -0.5025 -1.2888
C 3.2206 -0.0699 -0.8297
C 3.2138 0.6656 0.4183
C 1.9943 0.9635 0.9888
C 0.7537 0.4982 0.5551
N -0.5111 0.5238 1.1166
H -1.9229 -1.9218 1.1450
H -2.4895 -0.5961 1.7719
H -3.6375 -0.6405 -0.0360
H -0.8401 -0.4350 -1.9339
H -0.6716 -1.8495 -0.9372
H 2.0546 -1.2653 -1.9984
H 4.1783 -0.0843 -1.2940
H 4.0827 1.1294 0.7690
H 2.0087 1.5289 1.9021
H -1.0284 1.3714 1.6450
*
```

Charges obtained by Löwdin population analysis, quoted in units of e:
1. N 0.117
2. C -0.404
3. C -0.500
4. O 0.126
5. O 0.107
6. C -0.007
7. C -0.119
8. C -0.041
9. C -0.072
10. C -0.070
11. C -0.041
12. C -0.239
13. N 0.096
14. H 0.076
15. H 0.068
16. H 0.096
17. H 0.132
18. H 0.116
19. H 0.085
20. H 0.085
21. H 0.079
22. H 0.100
23. H 0.211


The least stable of them is one.


one | Molecular formula: C4H9N3O
Method: DFT, ωB97M-V/def2-TZVPD

Computed properties:
SMILES: C/N=C\NC(=O)NC
Molecular weight, g mol⁻¹: 115.14
HOMO level, eV: -9.9

The geometry in ORCA input format:
```
! RIJCOSX wB97M-V def2-TZVPD def2/J DEFGRID3
* xyz 0 1
C -1.6563 -1.9080 -0.1237
N -0.7405 -1.8836 1.0078
C 0.4541 -1.4493 0.8485
N 0.9720 -0.9408 -0.3094
C 1.2075 0.4060 -0.3276
O 2.3354 0.8296 -0.5540
N 0.1271 1.1878 -0.0409
C 0.1851 2.6253 -0.0981
H -2.3059 -1.0278 -0.1017
H -1.1589 -1.9603 -1.0973
H -2.2942 -2.7938 -0.0442
H 1.1753 -1.4671 1.6839
H 1.9065 -1.3077 -0.4586
H -0.7781 0.7365 -0.0317
H -0.0316 2.9390 -1.1224
H -0.5726 3.0284 0.5773
H 1.1750 2.9859 0.1921
*
```

Charges obtained by Löwdin population analysis, quoted in units of e:
1. C -0.143
2. N 0.013
3. C -0.242
4. N 0.068
5. C -0.581
6. O 0.055
7. N 0.024
8. C -0.070
9. H 0.070
10. H 0.072
11. H 0.071
12. H 0.135
13. H 0.146
14. H 0.121
15. H 0.087
16. H 0.084
17. H 0.090


two | Molecular formula: C4H9N3O
Method: DFT, ωB97M-V/def2-TZVPD

Computed properties:
SMILES: CC/[N+]([O-])=C/N.C#N
Molecular weight, g mol⁻¹: 115.14
HOMO level, eV: -8.5

The geometry in ORCA input format:
```
! RIJCOSX wB97M-V def2-TZVPD def2/J DEFGRID3
* xyz 0 1
C 1.4675 -1.2247 -0.7943
C 0.8494 0.0854 -1.1754
N -0.2850 0.7238 -0.0023
O -1.5622 0.5844 -0.3128
C 0.0009 1.4688 1.0110
N -0.9567 1.9021 1.8790
H 1.6088 -1.3107 0.2786
H 0.9344 -2.0476 -1.2535
H 2.4463 -1.2927 -1.2810
H 0.4780 0.0771 -2.1947
H 1.5418 0.9130 -1.0528
H 0.9979 1.8709 1.1080
H -0.7045 2.1090 2.8309
H -1.8642 1.4843 1.7213
C -1.5401 -1.8202 -0.3712
N -1.3003 -2.7916 0.1990
H -2.1121 -0.7310 -0.5896
*
```

Charges obtained by Löwdin population analysis, quoted in units of e:
1. C -0.127
2. C -0.060
3. N -0.153
4. O -0.254
5. C -0.180
6. N 0.120
7. H 0.081
8. H 0.051
9. H 0.080
10. H 0.111
11. H 0.087
12. H 0.137
13. H 0.099
14. H 0.095
15. C -0.193
16. N 0.014
17. H 0.092


three | Molecular formula: C4H9N3O
Method: DFT, ωB97M-V/def2-TZVPD

Computed properties:
Molecular weight, g mol⁻¹: 115.14
HOMO level (spin up / spin down), eV: -8.2 / -8.2

The geometry in ORCA input format:
```
! RIJCOSX wB97M-V def2-TZVPD def2/J DEFGRID3
* xyz 0 1
C -1.0136 1.4656 0.7204
C -1.8702 -0.4445 -0.8443
N 0.7324 -1.7411 -0.0965
C 1.7169 -0.4569 0.7833
C -0.8358 0.1327 0.0710
N 2.4567 0.2148 -0.1869
N 0.2279 -0.5432 0.3164
O 2.0030 -0.5258 1.9474
H 0.4360 -1.9302 -1.0595
H 3.4203 0.3238 0.0937
H 2.3460 -0.1358 -1.1261
H -1.8616 1.4442 1.4114
H -1.2387 2.2238 -0.0366
H -0.1214 1.7636 1.2658
H -2.0304 -1.5043 -0.6297
H -2.8175 0.0838 -0.7405
H -1.5502 -0.3706 -1.8893
*
```

Charges obtained by Löwdin population analysis, quoted in units of e:
1. C -0.017
2. C -0.028
3. N 0.062
4. C -0.588
5. C -0.315
6. N 0.134
7. N -0.076
8. O 0.073
9. H 0.057
10. H 0.099
11. H 0.088
12. H 0.088
13. H 0.086
14. H 0.084
15. H 0.084
16. H 0.080
17. H 0.087


four | Molecular formula: C4H9N3O
Method: DFT, ωB97M-V/def2-TZVPD

Computed properties:
Molecular weight, g mol⁻¹: 115.14
HOMO level, eV: -8.1

The geometry in ORCA input format:
```
! RIJCOSX wB97M-V def2-TZVPD def2/J DEFGRID3
* xyz 0 1
C -1.2028 -0.3283 0.0341
C -1.0157 1.1508 0.1291
C 1.6367 0.7958 -0.3175
C -0.1371 -1.1217 0.6394
H -0.4642 -1.4704 -1.3257
H -2.0777 -0.3668 0.5772
H -1.5427 1.6784 -0.8434
H -1.6443 1.6008 1.1616
H 0.8446 2.6286 -0.0063
H 2.4044 1.4611 -0.8968
H 1.5971 -2.2904 0.0827
H -0.0019 -0.5639 1.7345
H -0.5325 -2.0354 0.8288
N 0.4655 1.5297 -0.1146
N 2.0389 -0.4465 -0.4112
N 1.0624 -1.4911 -0.0622
O -1.4306 -0.7306 -1.2098
*
```

Charges obtained by Löwdin population analysis, quoted in units of e:
1. C -0.595
2. C -0.135
3. C -0.282
4. C -0.219
5. H 0.249
6. H 0.106
7. H 0.157
8. H 0.175
9. H 0.193
10. H 0.134
11. H 0.089
12. H 0.182
13. H 0.088
14. N -0.040
15. N 0.019
16. N -0.063
17. O -0.060


The least stable of them is four.